The following is a quantum chemistry calculation of the molecule C5H10O, from OMol25.

## Properties
Total charge: 0
Total energy: -271.68910 hartree
SMILES: C/C=C/OCC
Energy relative to the best compared isomer or geometry (same formula, charge and spin): 1.728 eV
LUMO level: 1.13 eV

Each line ends with the Mulliken charge.
Element x y z (Å)
O: -0.8787 -1.3496 -0.1980  -0.4008
C: 0.4615 -1.0560 -0.2896  0.0981
C: -2.1133 0.7628 -0.3462  -0.9442
C: 2.6566 0.2008 0.0172  -1.0339
C: 1.1081 0.0435 0.0263  -0.0905
C: -1.6390 -0.4315 0.5356  -0.4823
H: 3.0034 0.6260 1.0454  0.2514
H: -2.7317 0.3444 -1.2239  0.2668
H: 3.3102 -0.8141 -0.1253  0.2756
H: 0.4866 0.9875 0.2805  0.1490
H: -1.2544 1.2835 -0.7961  0.3026
H: -1.0725 -0.1170 1.4109  0.4188
H: -2.5388 -0.9299 0.8662  0.3064
H: 1.0504 -1.9285 -0.6231  0.3167
H: 2.9275 0.9355 -0.7848  0.2490
H: -2.7760 1.4428 0.2051  0.3174

***

The following is a quantum chemistry calculation of the molecule C3H6N2S, from OMol25.

## Properties
Total charge: 0
Total energy: -625.57690 hartree
SMILES: C/N=C/NC=S
Energy relative to the best compared isomer or geometry (same formula, charge and spin): 1.227 eV
LUMO level: -0.05 eV

Each line ends with the Mulliken charge.
Element x y z (Å)
S: -2.8323 -0.0935 0.0619  -0.2978
N: 2.1839 -0.5424 0.0227  -0.4543
N: -0.1535 -0.2800 -0.1199  -0.1338
C: 3.4508 0.1462 0.1312  -0.5910
C: 1.1371 0.1591 -0.2067  0.0865
C: -1.3008 0.5021 0.0261  -0.0687
H: 3.9766 -0.0562 1.0811  0.2275
H: 3.3665 1.2942 0.0801  0.2713
H: -0.3401 -1.3178 -0.1249  0.3051
H: -0.9764 1.5231 0.0597  0.2485
H: 4.1120 -0.2556 -0.6797  0.2290
H: 1.2423 1.2209 -0.4296  0.1776

***

The following is a quantum chemistry calculation of a cluster of 10 separate species, C27H73NO10 in total, from OMol25.

## Properties
Total charge: 0
Total energy: -1879.44810 hartree
SMILES: CC1(C)CCCC(C)(C)N1O.CCO.CCO.CCO.CCO.CCO.CCO.CCO.CCO.CCO
Energy relative to the best compared isomer or geometry (same formula, charge and spin): 3.112 eV
LUMO level: 0.37 eV

Each line ends with the Mulliken charge.
Element x y z (Å)
O: -7.7997 26.6367 15.7020  -0.4718
O: -6.8810 19.4527 17.5176  -0.6415
O: -12.0030 22.4598 22.8160  -0.5913
O: -5.3856 24.8170 19.0056  -0.4926
O: -8.4780 25.4553 24.2759  -0.4653
O: -12.9220 19.2930 14.1991  -0.5483
O: -8.1902 25.0019 18.1566  -0.0501
O: -14.7790 25.5288 17.8597  -0.6238
O: -7.3725 20.4776 19.8904  -0.4575
O: -10.2828 26.7493 22.2376  -0.6234
N: -8.8729 26.8754 14.8630  0.8506
C: -6.0404 26.5333 20.4986  -0.6965
C: -10.4738 28.2060 12.7199  -0.6937
C: -6.0722 20.8934 20.2009  -0.0976
C: -8.0871 25.1344 13.3060  -2.0116
C: -10.0582 23.4205 17.8469  -0.3448
C: -7.2941 27.5052 13.0417  -1.7462
C: -8.4699 26.6096 13.4588  1.3520
C: -10.9649 28.0348 14.1469  -1.3382
C: -7.8635 23.8804 22.6571  -0.0511
C: -5.2710 19.5663 20.6167  -1.0507
C: -12.1300 20.2208 14.8632  0.0668
C: -9.6186 27.0239 12.3887  -1.1691
C: -7.9707 19.9881 16.7824  -0.2313
C: -11.5751 27.5784 20.5056  -1.1416
C: -9.2382 29.2824 15.3733  -1.8396
C: -11.9507 22.2468 21.3745  0.8178
C: -11.3520 21.1132 13.9134  -0.7067
C: -13.0400 21.2741 21.0469  -1.1467
C: -7.3970 24.8625 23.6857  -0.3895
C: -13.5318 24.9504 17.9738  0.3455
C: -13.7416 23.4866 18.2902  -0.4540
C: -7.3607 21.1964 16.1437  -0.5826
C: -9.8579 27.9104 15.2426  1.7356
C: -10.5282 27.5205 16.6099  -2.1656
C: -4.9945 25.5068 20.1623  -0.3006
C: -8.7524 23.8285 18.5667  1.7896
C: -10.4868 26.5277 20.8413  1.1888
H: -10.5936 22.7672 18.5358  0.2651
H: -14.0054 21.7578 21.1959  0.2704
H: -5.9696 21.6481 20.9806  0.1120
H: -8.1958 25.9191 16.2017  0.3612
H: -7.2729 24.9855 18.4390  -0.1257
H: -8.4000 19.4220 15.9557  0.3252
H: -13.0982 25.5094 18.8031  -0.0952
H: -6.0605 27.2726 19.6979  0.3526
H: -13.0053 25.1227 17.0351  0.1252
H: -12.9655 20.9708 20.0026  0.3059
H: -7.0253 26.0668 20.5219  -0.1054
H: -6.9453 27.3214 12.0255  0.4602
H: -12.6869 20.7813 15.6142  0.0851
H: -6.6277 20.8454 15.4173  0.4253
H: -8.0956 21.6603 15.4859  0.0819
H: -11.6878 28.7976 14.4363  0.5294
H: -12.5420 27.1841 20.8181  0.3116
H: -11.3526 28.2156 12.0753  0.3878
H: -7.8117 20.2729 20.7192  0.2995
H: -11.8906 21.7831 13.2432  0.3684
H: -13.4295 18.8625 14.8909  0.3116
H: -10.8729 25.5254 20.6558  -0.4401
H: -8.8225 23.8696 19.6537  -0.8610
H: -9.9461 25.9325 22.6131  0.2859
H: -7.0774 24.8378 13.5896  0.3497
H: -9.9853 22.9674 16.8582  -0.0902
H: -8.6823 24.4315 13.8889  0.4064
H: -11.4983 27.9708 16.8203  0.4600
H: -8.2486 24.8111 12.2776  0.4442
H: -12.9721 20.3963 21.6894  0.3523
H: -4.2325 19.7954 20.8559  0.3791
H: -11.3991 19.6647 15.4502  0.1663
H: -14.1360 22.9252 17.4432  0.2169
H: -8.0532 23.0017 18.4413  -0.3475
H: -8.5540 23.1163 23.0143  0.4762
H: -10.8737 26.4951 16.4790  0.2450
H: -10.6663 20.5236 13.3049  0.3015
H: -10.9584 21.8409 21.1780  -0.0213
H: -6.9991 23.3501 22.2576  -0.0431
H: -7.5363 28.5512 13.2298  0.3752
H: -10.2902 26.1721 12.2807  0.4060
H: -11.6633 27.1999 14.2044  0.4579
H: -6.4149 27.3849 13.6747  0.3456
H: -8.5328 29.3455 16.2019  0.3184
H: -11.3373 28.5319 20.9771  0.4179
H: -12.8611 22.9845 18.6910  -0.1883
H: -6.9229 24.2609 24.4613  0.2936
H: -4.0316 25.9966 20.0177  0.3372
H: -10.0110 30.0096 15.6225  0.4386
H: -4.9116 24.8070 20.9939  0.2326
H: -9.8868 29.1225 12.6589  0.3544
H: -9.5102 26.7029 20.3900  -0.0766
H: -5.7088 19.0895 21.4937  0.3242
H: -5.8994 26.9950 21.4759  0.3911
H: -5.5638 21.2208 19.2939  0.2941
H: -6.7038 25.5934 23.2692  0.2459
H: -10.7652 21.7644 14.5613  -0.0221
H: -11.6095 27.6396 19.4178  0.0954
H: -8.3607 24.3506 21.8087  -0.4568
H: -8.6912 20.1230 17.5891  0.1273
H: -9.8719 27.6571 17.4694  0.3411
H: -8.0821 26.2636 24.6098  0.3389
H: -5.3108 18.8219 19.8214  0.2720
H: -10.7083 24.2768 17.6674  -0.2627
H: -8.7942 29.6680 14.4556  0.3610
H: -14.5066 23.4852 19.0666  0.3610
H: -15.0985 25.6842 18.7516  0.3518
H: -6.8079 19.9632 18.3273  0.3263
H: -5.1342 25.3467 18.2455  0.2613
H: -6.8859 21.9329 16.7920  0.0827
H: -11.9543 23.2332 20.9107  -0.2515
H: -12.5442 23.2373 22.9719  0.3187
H: -9.0789 27.1697 11.4530  0.4320

***

Question: Number 2 is which compound?
Answer: C3H6N2S

***

Question: Look up the total charge of the first one.
Answer: 0

***

Question: total charge of number 3 (C27H73NO10)?
Answer: 0